Entry from the Open Molecules 2025 dataset: a structure of composition C8H8Cl2N2O3RuTl (ωB97M-V/def2-TZVPD).

Element x y z (Å)
Tl (-0.111, 3.168, -1.314)
Ru (-0.568, -2.235, 0.789)
Cl (1.996, 1.735, -0.856)
Cl (-1.080, -4.067, -0.347)
C (-1.252, -0.831, -0.087)
C (2.706, 4.109, -2.154)
C (0.124, 0.998, -3.256)
O (-1.658, 0.142, -0.639)
O (3.842, 4.036, -2.169)
O (0.325, 0.015, -3.794)
C (0.003, 0.663, 4.919)
C (0.621, -0.021, 3.767)
C (1.861, -0.635, 3.552)
C (1.825, -1.209, 2.275)
N (0.589, -0.983, 1.743)
N (-0.092, -0.226, 2.653)
C (2.821, -1.944, 1.465)
H (-0.676, 0.003, 5.478)
H (0.783, 1.008, 5.605)
H (-0.578, 1.534, 4.595)
H (2.678, -0.706, 4.249)
H (-1.015, 0.165, 2.460)
H (3.771, -1.381, 1.453)
H (2.991, -2.929, 1.928)
H (2.455, -2.082, 0.431)

Computed properties:
E_LUMO (alpha / beta)   -16.8 / -19.5 eV
Charge   +4
Energy relative to the best compared isomer or geometry (same formula, charge and spin)   22.4 kcal/mol
Expectation value of S²   8.787
Kohn-Sham gap (alpha / beta)   6.46 / 3.65 eV
M   556.52 g/mol
Spin multiplicity   6
Electronic energy   -49814.488 eV

Here are the Mulliken charges for atoms 1 to 8, given in e: atom 1 (Tl): 1.010, atom 2 (Ru): 0.916, atom 3 (Cl): -0.138, atom 4 (Cl): 0.268, atom 5 (C): 0.700, atom 6 (C): 0.128, atom 7 (C): 0.144, atom 8 (O): -0.233

Entry from the Open Molecules 2025 dataset: an isolated molecule of C8H8Cl2O2 (ωB97M-V/def2-TZVPD).

Element x y z (Å)
C (-2.612, 0.961, 0.154)
O (-1.707, -0.092, 0.367)
C (-0.511, -0.097, -0.242)
Cl (-0.594, 0.454, -1.929)
C (0.224, -1.416, 0.034)
C (1.635, -1.331, -0.540)
C (2.292, -0.249, -0.510)
C (1.894, 0.970, 0.106)
C (0.619, 1.274, 0.297)
C (0.180, 2.553, 0.938)
O (-0.149, 2.691, 2.075)
Cl (0.026, 3.895, -0.194)
H (-3.391, 0.890, 0.954)
H (-2.977, 0.871, -0.810)
H (-1.990, 1.888, 0.163)
H (-0.341, -2.358, -0.310)
H (0.352, -1.545, 1.112)
H (1.982, -2.319, -0.887)
H (3.279, -0.246, -0.916)
H (2.574, 1.813, 0.153)

Computed properties:
E_LUMO   0.3 eV
Energy relative to the best compared isomer or geometry (same formula, charge and spin)   0.0 kcal/mol
Structure (SMILES)   CO[C@]1(Cl)CC=CC=C1C(=O)Cl
Kohn-Sham gap   9.58 eV
M   207.06 g/mol
Electronic energy   -37562.855 eV

Here are the natural (NBO) charges for atoms 1 to 8, given in e: atom 1 (C): -0.242, atom 2 (O): -0.525, atom 3 (C): 0.357, atom 4 (Cl): -0.052, atom 5 (C): -0.502, atom 6 (C): -0.133, atom 7 (C): -0.246, atom 8 (C): -0.225

Entry from the Open Molecules 2025 dataset: an isolated molecule of C8H8IN3 (ωB97M-V/def2-TZVPD).

Element x y z (Å)
C (-2.476, 0.313, 2.385)
C (-1.718, -0.942, 0.837)
C (-0.957, -1.898, 0.058)
C (-0.361, -1.771, -1.150)
C (1.458, 1.663, 0.749)
C (0.907, 0.680, 0.036)
C (-0.409, -0.473, -1.840)
C (0.042, 0.644, -1.063)
N (-2.067, -0.916, 2.078)
N (-2.411, 1.101, 1.241)
N (-2.051, 0.261, 0.309)
I (-2.311, -0.119, -2.707)
H (-2.970, 0.578, 3.336)
H (-0.913, -2.902, 0.477)
H (0.019, -2.670, -1.547)
H (2.250, 1.390, 1.397)
H (1.000, 2.557, 0.977)
H (1.353, -0.346, 0.179)
H (0.218, -0.493, -2.833)
H (-0.373, 1.611, -1.455)

Computed properties:
E_LUMO (alpha / beta)   -2.6 / -2.5 eV
Energy relative to the best compared isomer or geometry (same formula, charge and spin)   31.5 kcal/mol
Kohn-Sham gap (alpha / beta)   5.42 / 5.54 eV
M   273.08 g/mol
Electronic energy   -20991.133 eV

Here are the natural (NBO) charges for atoms 1 to 8, given in e: atom 1 (C): 0.104, atom 2 (C): 0.180, atom 3 (C): -0.145, atom 4 (C): -0.282, atom 5 (C): -0.169, atom 6 (C): -0.323, atom 7 (C): -0.480, atom 8 (C): 0.149

Entry from the Open Molecules 2025 dataset: an isolated molecule of C8H8N2O (ωB97M-V/def2-TZVPD).

Element x y z (Å)
C (-2.847, -0.439, 0.481)
O (-1.918, -0.681, -0.582)
C (-0.571, -0.446, -0.084)
C (0.394, -1.450, -0.160)
C (1.775, -1.247, -0.236)
C (2.243, 0.036, -0.060)
C (3.627, 0.175, 0.013)
N (4.857, 0.064, 0.115)
C (1.315, 1.081, -0.062)
C (-0.092, 0.850, -0.139)
N (-1.105, 1.799, -0.125)
H (-3.889, -0.536, -0.067)
H (-2.701, -1.191, 1.355)
H (-2.715, 0.541, 0.809)
H (0.246, -2.610, 0.129)
H (2.358, -2.211, -0.431)
H (1.745, 1.984, 0.191)
H (-1.950, 1.617, -0.575)
H (-0.773, 2.666, -0.570)

Computed properties:
E_LUMO   -0.1 eV
Energy relative to the best compared isomer or geometry (same formula, charge and spin)   87.4 kcal/mol
Structure (SMILES)   COc1ccc(C#N)cc1N
Kohn-Sham gap   8.76 eV
M   148.16 g/mol
Electronic energy   -13450.437 eV

Here are the natural (NBO) charges for atoms 1 to 8, given in e: atom 1 (C): -0.260, atom 2 (O): -0.522, atom 3 (C): 0.216, atom 4 (C): -0.199, atom 5 (C): -0.187, atom 6 (C): -0.187, atom 7 (C): 0.281, atom 8 (N): -0.298

Entry from the Open Molecules 2025 dataset: an isolated molecule of C8H8N2O (ωB97M-V/def2-TZVPD).

Element x y z (Å)
C (1.005, 2.313, 2.723)
N (-0.069, 1.342, 2.505)
C (0.183, 0.535, 1.306)
N (1.163, -0.042, 0.533)
C (0.551, -0.638, -0.532)
C (1.104, -1.346, -1.621)
C (0.223, -1.817, -2.594)
C (-1.177, -1.627, -2.387)
C (-1.688, -1.013, -1.275)
C (-0.803, -0.506, -0.299)
O (-1.046, 0.262, 0.752)
H (1.419, 2.183, 3.649)
H (0.473, 3.321, 2.645)
H (1.798, 2.051, 1.903)
H (-1.064, 1.503, 2.446)
H (2.149, -1.391, -1.864)
H (0.477, -2.191, -3.534)
H (-1.901, -1.878, -3.222)
H (-2.794, -1.062, -1.133)

Computed properties:
E_LUMO   0.9 eV
Energy relative to the best compared isomer or geometry (same formula, charge and spin)   55.1 kcal/mol
Structure (SMILES)   CNc1nc2ccccc2o1
Kohn-Sham gap   9.00 eV
M   148.17 g/mol
Electronic energy   -13451.837 eV

Here are the natural (NBO) charges for atoms 1 to 8, given in e: atom 1 (C): -0.405, atom 2 (N): -0.615, atom 3 (C): 0.655, atom 4 (N): -0.516, atom 5 (C): 0.066, atom 6 (C): -0.212, atom 7 (C): -0.213, atom 8 (C): -0.222

Entry from the Open Molecules 2025 dataset: a structure of composition C8H8N2O2 (ωB97M-V/def2-TZVPD).

Element x y z (Å)
C (2.125, -0.604, -0.721)
C (2.303, 0.416, 0.231)
C (0.910, -1.325, -0.742)
C (1.187, 0.899, 0.870)
C (-0.132, -0.985, 0.020)
C (0.020, 0.156, 0.807)
C (-2.656, 0.990, 0.261)
C (-1.153, 0.694, 1.466)
N (-2.534, 0.347, -0.752)
N (-1.982, -0.134, 2.224)
O (-2.946, 0.401, 2.810)
O (-1.761, -1.361, 2.232)
H (2.987, -0.866, -1.416)
H (3.288, 0.915, 0.305)
H (0.631, -2.014, -1.469)
H (1.365, 1.459, 1.795)
H (-1.088, -1.535, -0.219)
H (-3.455, 1.433, 0.857)
H (-1.104, 1.715, 1.809)
H (-3.342, 0.119, -1.358)

Computed properties:
E_LUMO   -0.1 eV
Energy relative to the best compared isomer or geometry (same formula, charge and spin)   130.8 kcal/mol
Kohn-Sham gap   8.83 eV
M   164.16 g/mol
Electronic energy   -15495.125 eV

Here are the natural (NBO) charges for atoms 1 to 8, given in e: atom 1 (C): -0.195, atom 2 (C): -0.206, atom 3 (C): -0.220, atom 4 (C): -0.215, atom 5 (C): -0.144, atom 6 (C): -0.098, atom 7 (C): 0.218, atom 8 (C): -0.141

Entry from the Open Molecules 2025 dataset: a structure of composition C8H8N2O3S (ωB97M-V/def2-TZVPD).

Element x y z (Å)
C (1.871, -0.848, 2.037)
C (1.100, -0.139, 2.955)
C (1.585, -0.959, 0.687)
C (-0.042, 0.492, 2.538)
C (0.478, -0.215, 0.225)
C (-0.383, 0.310, 1.203)
C (-1.208, 0.580, -1.219)
C (0.915, -0.211, -2.211)
N (0.013, -0.065, -1.085)
N (-2.579, -0.431, -1.911)
O (-3.690, 0.040, -1.916)
O (-2.228, -1.508, -2.313)
O (-1.612, 2.506, 0.519)
S (-1.870, 1.070, 0.451)
H (2.728, -1.300, 2.423)
H (1.314, -0.029, 4.002)
H (2.287, -1.328, -0.027)
H (-0.745, 1.300, 2.993)
H (-1.289, 1.512, -2.000)
H (1.846, -0.184, -1.645)
H (0.656, -1.086, -2.759)
H (0.853, 0.492, -2.948)

Computed properties:
E_LUMO   0.2 eV
Energy relative to the best compared isomer or geometry (same formula, charge and spin)   113.6 kcal/mol
Kohn-Sham gap   9.03 eV
M   212.23 g/mol
Electronic energy   -28378.088 eV

Here are the natural (NBO) charges for atoms 1 to 8, given in e: atom 1 (C): -0.163, atom 2 (C): -0.245, atom 3 (C): -0.262, atom 4 (C): -0.170, atom 5 (C): 0.186, atom 6 (C): -0.291, atom 7 (C): -0.131, atom 8 (C): -0.395

Entry from the Open Molecules 2025 dataset: a structure of composition C8H8N2O3V (ωB97M-V/def2-TZVPD).

Element x y z (Å)
O (-4.424, -1.549, 3.602)
C (-4.521, -1.552, 2.465)
V (-1.447, -0.446, -1.321)
C (-2.849, 0.734, -1.759)
C (-1.878, -2.212, -1.832)
O (-3.709, 1.475, -2.119)
O (-2.131, -3.293, -2.231)
C (2.290, 0.698, 2.581)
C (1.645, 0.513, 1.269)
C (2.153, 0.713, -0.039)
C (1.095, 0.382, -0.918)
N (0.019, 0.008, -0.191)
N (0.377, 0.096, 1.132)
C (0.856, 0.337, -2.390)
H (3.176, 0.034, 2.643)
H (2.603, 1.757, 2.683)
H (1.562, 0.437, 3.376)
H (3.142, 1.048, -0.324)
H (-0.297, -0.144, 1.864)
H (0.971, 1.320, -2.859)
H (1.530, -0.361, -2.898)
H (-0.163, 0.004, -2.735)

Computed properties:
E_LUMO (alpha / beta)   -10.1 / -10.4 eV
Charge   +2
Energy relative to the best compared isomer or geometry (same formula, charge and spin)   18.7 kcal/mol
Expectation value of S²   3.773
Kohn-Sham gap (alpha / beta)   7.58 / 7.37 eV
M   231.11 g/mol
Spin multiplicity   4
Electronic energy   -43215.889 eV

Here are the natural (NBO) charges for atoms 1 to 8, given in e: atom 1 (O): -0.458, atom 2 (C): 0.463, atom 3 (V): 1.081, atom 4 (C): 0.441, atom 5 (C): 0.444, atom 6 (O): -0.233, atom 7 (O): -0.232, atom 8 (C): -0.677

Entry from the Open Molecules 2025 dataset: a structure of composition C8H8N2S (ωB97M-V/def2-TZVPD).

Element x y z (Å)
C (-0.647, 0.751, -2.850)
C (-0.375, 0.250, -1.504)
C (-0.336, -0.893, 0.422)
C (-0.297, -1.966, 1.363)
C (0.015, -1.669, 2.663)
C (0.517, -0.252, 3.053)
C (0.948, 0.544, 2.014)
C (0.279, 0.355, 0.740)
H (-0.133, 2.315, -4.642)
H (-1.735, 0.069, -3.355)
H (-1.077, 1.846, -2.856)
H (-0.378, -3.216, 1.102)
H (0.353, -2.441, 3.504)
H (0.958, -0.175, 4.085)
H (1.512, 1.294, 2.425)
H (0.149, 2.011, -0.613)
N (-0.673, -0.951, -1.024)
N (0.136, 1.009, -0.479)
S (0.783, 1.121, -4.048)

Computed properties:
E_LUMO   0.0 eV
Energy relative to the best compared isomer or geometry (same formula, charge and spin)   113.2 kcal/mol
Kohn-Sham gap   8.50 eV
M   164.23 g/mol
Electronic energy   -22237.135 eV

Here are the natural (NBO) charges for atoms 1 to 8, given in e: atom 1 (C): -0.556, atom 2 (C): 0.299, atom 3 (C): 0.069, atom 4 (C): -0.213, atom 5 (C): -0.237, atom 6 (C): -0.184, atom 7 (C): -0.251, atom 8 (C): 0.098

Entry from the Open Molecules 2025 dataset: the ion C8H8N3O with charge +1 (ωB97M-V/def2-TZVPD).

Element x y z (Å)
H (2.243, -2.515, 0.130)
N (1.241, -2.335, 0.106)
C (0.770, -1.199, 0.026)
C (-0.594, -0.636, -0.042)
C (-1.839, -1.216, -0.097)
C (-3.026, -0.451, -0.031)
C (-2.924, 0.922, 0.051)
C (-1.641, 1.558, 0.094)
C (-0.484, 0.775, 0.011)
C (0.936, 1.112, -0.026)
O (1.350, 2.345, -0.062)
N (1.654, -0.001, -0.042)
N (3.072, 0.114, 0.075)
H (-1.769, -2.330, -0.175)
H (-3.956, -0.849, 0.021)
H (-3.761, 1.473, 0.164)
H (-1.715, 2.557, 0.216)
H (2.296, 2.413, -0.242)
H (3.420, -0.827, 0.191)
H (3.455, 0.609, -0.706)

Computed properties:
E_LUMO   -5.0 eV
Charge   +1
Energy relative to the best compared isomer or geometry (same formula, charge and spin)   2.0 kcal/mol
Structure (SMILES)   [H]/N=C1/c2ccccc2C(O)=[N+]1N
Kohn-Sham gap   8.63 eV
M   162.17 g/mol
Electronic energy   -14935.259 eV

Here are the natural (NBO) charges for atoms 1 to 8, given in e: atom 1 (H): 0.375, atom 2 (N): -0.534, atom 3 (C): 0.433, atom 4 (C): -0.085, atom 5 (C): -0.140, atom 6 (C): -0.139, atom 7 (C): -0.153, atom 8 (C): -0.109